Record 1
Computed, not measured: C20H25Cl2EuP as an isolated structure, with ωB97M-V/def2-TZVPD.

Structure (XYZ):
```
49
Properties=species:S:1:pos:R:3:forces:R:3:lowdin_charge:R:1
Eu -0.447592 -2.129899 -1.763195 2.7827 6.3269 2.7017 0.9747
Cl 2.066769 -1.216933 -2.076422 0.3373 0.1342 -0.1568 -0.2873
Cl -2.372273 -0.544126 -0.846427 -1.2237 -1.0282 0.2740 -0.1875
C -1.308518 -2.748942 -3.355688 -2.6564 -4.1974 -3.7896 -0.5087
H -2.200973 -3.334820 -2.977554 -0.4137 0.9229 -0.5841 -0.0844
H -0.718476 -3.679964 -3.617047 0.2760 0.6060 -0.6376 -0.0831
C -0.498198 -3.425256 0.640081 -0.2680 0.8733 2.1653 -0.1771
C -0.388481 -3.975193 -0.549954 0.3601 -2.6672 -2.9534 -0.3498
H -1.345632 -2.749159 0.911100 0.1925 -1.1378 -0.0763 0.0834
C 1.039536 -4.316363 -1.136430 0.3580 -1.1289 0.5006 -0.2598
H -1.204492 -4.162795 -1.495998 1.2028 0.4356 2.5803 0.1237
C 1.711653 -5.173195 -0.034957 -0.7684 -0.1386 -0.2257 -0.2086
H 0.915989 -4.847692 -2.099272 -0.0166 -0.1036 0.5979 0.1008
H 1.776679 -3.488926 -1.402755 -1.3739 -0.2938 0.6313 0.0090
C 1.847823 -4.333995 1.249770 0.5088 0.2379 -0.3293 -0.2017
H 1.023942 -6.016519 0.141462 0.3408 0.0437 0.0800 0.1083
H 2.676618 -5.598897 -0.353858 -0.2196 0.3217 0.1764 0.1077
C 0.606358 -3.528468 1.707752 0.0498 0.3749 -0.5219 -0.1697
H 2.170983 -4.988017 2.058200 0.1071 0.0167 0.0992 0.0959
H 2.654206 -3.604319 1.073416 -0.1232 -0.2851 0.0609 0.1110
H 0.198803 -3.969869 2.642783 -0.0520 0.2984 -0.5953 0.1088
H 0.956117 -2.500007 1.959557 -0.4165 -0.6246 -0.0275 0.1145
C -2.068503 2.656379 -1.564309 -0.0451 -0.1141 0.0577 -0.3019
P -0.799034 1.736872 -0.602456 1.1970 -0.0142 -0.3724 0.8431
C 0.633750 2.868943 -0.825014 0.0877 0.7254 0.0085 -0.3745
C 0.523803 4.268318 -0.887813 0.7932 -0.1682 -0.0917 -0.1099
C 1.664379 5.048452 -1.107166 -0.1540 -0.0399 -0.0155 -0.1091
C 2.913053 4.443761 -1.273170 -0.0876 -0.3202 0.1108 -0.1118
C 3.024226 3.046146 -1.218893 -0.0951 0.4032 -0.0472 -0.0928
C 1.888878 2.262102 -1.021417 -0.2636 0.2661 0.1309 -0.1178
C -1.331287 2.106710 1.119551 -0.1723 0.1041 0.1502 -0.3658
C -1.407984 1.036147 2.028671 -0.1290 0.4981 0.0460 -0.1224
C -1.901879 1.246535 3.316757 0.0370 0.3064 -0.0565 -0.0968
C -2.317040 2.526085 3.707985 0.0974 -0.1315 -0.1497 -0.1105
C -2.219669 3.595061 2.813613 0.1036 -0.0128 -0.1216 -0.1012
C -1.722482 3.391627 1.521591 -0.1501 -0.4443 0.5914 -0.0960
H -1.692522 2.764764 -2.589217 -0.1192 0.0228 0.2064 0.0475
H -2.283033 3.638138 -1.131402 -0.0949 -0.0841 -0.2128 0.0143
H -2.970845 2.036327 -1.575978 0.1237 0.2140 -0.0183 0.0013
H -0.444584 4.757230 -0.781396 0.2808 -0.1117 -0.0399 0.0766
H 1.567296 6.136111 -1.149781 0.0944 -0.2818 -0.0248 0.0919
H 3.799403 5.056211 -1.451677 -0.2461 -0.1586 0.0739 0.0909
H 3.996616 2.567999 -1.342053 -0.2389 0.1193 -0.0420 0.0986
H 1.957220 1.169719 -1.049680 -0.0198 0.3749 0.0819 0.0006
H -1.107025 0.037576 1.710367 -0.1030 0.2909 -0.0080 0.0653
H -1.966757 0.411231 4.014473 -0.0123 0.2059 -0.1390 0.0951
H -2.714857 2.687721 4.712049 0.1118 -0.0394 -0.2806 0.0924
H -2.531767 4.598887 3.113251 0.0756 -0.3169 -0.0166 0.0946
H -1.650195 4.238303 0.838549 -0.0551 -0.2809 0.2091 0.0778
```
Forces are in eV/Å.

Properties
- HOMO-LUMO gap (spin up / spin down): 5.9 / 6.0 eV
- DFT total energy: -74805.158 eV
- Highest occupied orbital energy (spin up / spin down): -3.3 / -3.3 eV
- Net charge: -1
- Spin multiplicity: 7


Record 2
Computed, not measured: a single C20H25ClN2O3S molecule, with ωB97M-V/def2-TZVPD.

Structure (XYZ):
```
52
Properties=species:S:1:pos:R:3:forces:R:3:lowdin_charge:R:1
C 7.817944 0.770831 0.916091 0.1393 0.1126 0.1600 -0.0818
O 7.009062 0.087345 -0.014048 -0.2298 -0.1216 -0.1982 -0.0752
C 5.704213 0.432106 -0.126466 -0.2166 -0.0779 -0.1415 -0.2676
C 5.073696 1.420236 0.629567 0.1857 0.0031 0.0535 -0.0017
C 3.730282 1.685319 0.428158 0.0341 0.0305 -0.0018 -0.0458
C 3.021078 0.976527 -0.518401 -0.5806 0.0455 -0.1268 -0.2957
S 1.290806 1.331558 -0.726679 0.2194 -0.0592 0.6310 0.6015
O 0.810344 0.613233 -1.876175 0.3455 -0.2137 0.0489 -0.3268
O 1.076031 2.746800 -0.668441 0.1336 0.0914 0.2041 -0.3231
N 0.698850 0.708731 0.712609 0.3176 0.5916 -0.5091 -0.1276
C 0.572355 -0.731970 0.775975 -0.1669 -0.4542 -0.2603 -0.2007
C -0.666002 -1.281296 0.062026 0.0514 -0.1240 0.2203 -0.3115
C -0.564451 -2.787222 -0.181209 -0.0986 0.2401 -0.2226 -0.1612
C -1.822570 -3.266288 -0.902118 -0.0482 -0.0352 0.2970 -0.1693
C -3.063501 -2.878980 -0.088531 0.0707 -0.1940 -0.2085 -0.1919
N -3.154707 -1.464079 0.209380 -0.2029 0.0303 0.0205 -0.1519
C -3.567597 -0.624254 -0.909602 0.0534 -0.0309 0.0845 -0.1614
C -4.106558 0.681252 -0.384139 0.2465 0.0646 -0.2231 -0.2281
C -5.349947 0.690213 0.239082 0.0276 0.1380 -0.0006 -0.0324
C -5.891524 1.851724 0.755440 -0.0675 -0.0803 0.0093 -0.0818
C -5.187482 3.040127 0.654887 0.0638 0.0043 -0.0125 -0.0868
C -3.945182 3.053897 0.048984 0.1297 0.0901 -0.0303 -0.1057
C -3.404841 1.881987 -0.463314 -0.0730 -0.0184 -0.0403 -0.5529
Cl -1.806437 1.963612 -1.188227 -0.7971 0.0538 0.1170 0.7973
C -1.948297 -0.998261 0.863667 0.2405 0.0538 -0.1057 -0.1484
C 3.633772 -0.003958 -1.278127 0.0322 -0.0519 -0.0859 -0.0530
C 4.970619 -0.278033 -1.083520 0.1797 0.0804 0.1351 0.0130
H 7.870957 1.840335 0.691674 -0.0159 -0.0381 0.0118 0.0972
H 8.809825 0.332905 0.818060 -0.0619 0.0667 0.0458 0.0943
H 7.459509 0.628876 1.940175 0.0025 0.0141 -0.0425 0.0966
H 5.617226 1.984971 1.369793 0.0620 0.0398 0.0544 0.1056
H 3.220348 2.448451 0.993415 0.0217 0.1194 0.1494 0.1196
H -0.126352 1.205060 1.015042 -0.0816 0.3133 -0.1344 0.0844
H 1.477256 -1.129651 0.307914 -0.0246 -0.2326 0.1531 0.1161
H 0.571408 -1.027654 1.830831 0.0899 -0.0350 -0.0686 0.1311
H -0.721855 -0.779023 -0.907243 -0.0516 -0.0552 0.0678 0.1029
H 0.322194 -3.012757 -0.777995 0.0703 -0.0252 0.0503 0.1167
H -0.469672 -3.306571 0.776955 0.0542 -0.0817 0.0747 0.1209
H -1.796890 -4.349184 -1.036280 -0.0315 -0.0248 -0.0775 0.1091
H -1.872927 -2.803764 -1.889653 0.0097 -0.0245 -0.0946 0.1129
H -3.972111 -3.184456 -0.612641 -0.0155 -0.0196 0.0675 0.1162
H -3.035578 -3.404816 0.872614 -0.0270 -0.0774 -0.0368 0.1212
H -2.762681 -0.428861 -1.629267 -0.1004 -0.0683 -0.0423 0.0955
H -4.372620 -1.148904 -1.430939 0.0616 0.0252 -0.0241 0.1287
H -5.889722 -0.241344 0.317930 -0.0476 -0.1312 0.0100 0.1169
H -6.859760 1.832281 1.232728 -0.0836 -0.0067 0.0335 0.1016
H -5.601680 3.955433 1.050117 -0.0153 0.0833 0.0252 0.1031
H -3.382947 3.970946 -0.028692 0.0737 0.0909 -0.0177 0.1025
H -2.061923 0.070580 1.055834 0.0185 0.0355 0.1072 0.1082
H -1.882315 -1.510866 1.830908 0.0684 0.0584 0.0540 0.1331
H 3.050983 -0.528803 -2.018614 -0.0074 -0.1090 -0.1038 0.1153
H 5.479369 -1.034331 -1.659515 0.0421 -0.0863 -0.0765 0.1214
```
Forces are in eV/Å.

Properties
- HOMO-LUMO gap: 8.9 eV
- DFT total energy: -53625.744 eV
- Highest occupied orbital energy: -8.2 eV
- Structure (SMILES): COc1ccc(S(=O)(=O)NC[C@H]2CCCN(Cc3ccccc3Cl)C2)cc1


Record 3
Computed, not measured: C20H25ClN2OPt as an isolated structure, with ωB97M-V/def2-TZVPD.

Structure (XYZ):
```
50
Properties=species:S:1:pos:R:3:forces:R:3:lowdin_charge:R:1
C -0.226006 0.260346 -6.055853 0.1107 0.3418 -2.5735 -0.9879
C 1.156399 0.821997 -6.441674 0.0887 0.0205 0.1597 -0.1193
C -0.450074 -1.084376 -6.774783 -0.0236 -0.1143 0.1314 -0.1206
C -1.319746 1.257506 -6.486048 -0.0835 0.0494 0.1606 -0.1191
Cl -0.299029 0.013981 -4.304204 -0.0480 -0.1401 1.0157 0.5844
H -0.407695 -0.956732 -7.874074 0.0075 0.0999 0.5971 0.0992
H -1.433445 -1.502627 -6.520930 0.2316 0.1046 -0.0579 0.0787
H 0.321358 -1.812118 -6.489076 -0.1786 0.1774 -0.0663 0.0786
H 1.226353 0.982460 -7.535327 -0.1998 -0.1445 0.5563 0.0994
H 1.955010 0.126321 -6.150909 -0.1942 0.1581 -0.0677 0.0787
H 1.337917 1.785712 -5.947025 -0.0516 -0.2330 -0.1128 0.0798
H -1.292428 1.425203 -7.580564 0.1198 -0.2002 0.5640 0.0994
H -1.178906 2.228603 -5.992563 -0.0246 -0.2373 -0.1118 0.0796
H -2.317568 0.877922 -6.227935 0.2397 0.0801 -0.0583 0.0786
C 1.161309 -1.831402 1.870066 1.0818 -0.4208 -1.9938 -0.2038
C 0.443822 -2.746189 0.948256 1.2669 0.8592 0.0427 -0.1023
C 0.758192 -2.347312 -0.409427 0.1976 -0.4574 0.8734 -0.0181
H -0.126274 -3.596850 1.313626 0.1938 0.1091 -0.4095 0.1293
C 1.648559 -1.232239 -0.360736 -0.2032 -0.1450 0.2068 0.0041
C 1.868274 -0.854900 1.003728 0.0699 -1.8254 0.9232 -0.0779
H 2.609370 -0.137352 1.348027 -0.3305 -0.0050 -0.2260 0.1311
H 1.215950 -1.952161 2.945596 0.3266 -0.0877 -0.1863 0.1283
H 0.452359 -2.886680 -1.301552 -0.0336 0.2638 0.1430 0.1356
H 2.160865 -0.749985 -1.188375 -0.3450 -0.1280 -0.0241 0.1402
C -2.521321 0.578338 1.211110 -1.0401 -1.4779 0.8672 -0.0911
C -2.459570 -0.658265 2.031059 -1.2541 0.3069 -1.8716 -0.2113
C -2.493694 -1.785350 1.067671 -0.5665 1.4246 0.1720 -0.1063
H -2.485655 -0.773188 3.108795 -0.3082 0.1521 -0.1730 0.1252
C -2.629163 -1.230028 -0.263850 -0.3292 -0.2755 0.8867 -0.0177
C -2.679053 0.191919 -0.158575 0.0833 -0.2108 0.2217 -0.0009
H -2.874749 0.914447 -0.945384 0.2037 -0.3097 -0.0615 0.1404
H -2.669287 1.585861 1.593742 0.2825 -0.2508 -0.2566 0.1256
H -2.517578 -2.820321 1.400031 -0.0880 0.2146 -0.3981 0.1296
H -2.782482 -1.813584 -1.167425 0.2095 0.1873 0.1359 0.1360
Pt -0.497647 -0.698930 1.382158 0.2330 1.1670 -0.3587 1.2431
N 3.229280 1.536138 6.585320 -2.1505 0.1187 -1.1038 0.1894
C 2.930142 1.022863 5.335822 1.2266 0.9027 2.4575 -0.4724
O 3.784133 0.444866 4.712575 -0.4569 -0.4599 -1.1860 0.0908
C 1.505452 1.239554 4.860950 0.0400 -0.3311 -0.5815 -0.0525
C 0.509176 1.961855 5.545924 1.2392 -0.4547 -0.0938 0.0525
C -0.735389 1.982952 4.968832 -0.2281 -0.1833 -0.6800 0.0082
C -0.926741 1.319952 3.771240 -0.1294 -0.2937 -0.2934 -0.1078
N -0.008659 0.623526 3.075421 0.8049 0.9880 1.7814 -0.0312
C 1.213125 0.606362 3.643346 -0.3912 0.4738 0.7972 -0.0496
H 4.138007 1.426593 6.990381 0.2402 -0.0892 -0.0081 0.1242
H 2.477120 1.977358 7.108367 0.8943 -0.2184 0.0891 0.0911
H 0.733231 2.464418 6.493874 -0.3398 -0.1696 -0.4823 0.1362
H -1.587193 2.484097 5.381904 -0.1472 0.2354 0.3226 0.1301
H -1.889583 1.288424 3.329231 -0.6690 0.3433 0.1044 0.0677
H 1.973532 0.041016 3.149236 0.4227 0.0851 0.2268 0.0746
```
Forces are in eV/Å.

Properties
- HOMO-LUMO gap (spin up / spin down): 8.4 / 3.9 eV
- DFT total energy: -41921.229 eV
- Highest occupied orbital energy (spin up / spin down): -14.7 / -14.7 eV
- Net charge: +2
- Spin multiplicity: 5


The records above yield largest force on an atom values of 0.144; 0.016; 0.056 hartree/bohr, respectively.